[1]
This record from OMol25 describes 2 unconnected molecules or ions with the total composition C2H2N2Si. The level of theory is ωB97M-V with the def2-TZVPD basis set.

Summary:
- HOMO energy: -8.64 eV
- Charge: 0

Cartesian coordinates (Å):
C1 -1.379 0.594 -0.149
C2 -2.631 0.239 0.335
N1 -0.310 0.850 -0.482
N2 -3.736 0.132 0.643
Si1 2.211 -0.149 0.291
H1 2.553 -1.735 0.267
H2 3.292 0.069 -0.905


[2]
This record from OMol25 describes a single C22H20Br2N2O2 molecule. The level of theory is ωB97M-V with the def2-TZVPD basis set.

Summary:
- HOMO energy: -8.77 eV
- Charge: 0

Cartesian coordinates (Å):
C1 2.645 4.197 -2.112
C2 1.932 2.906 -2.360
C3 0.548 2.856 -2.466
C4 -0.082 1.649 -2.686
Br1 -1.969 1.580 -2.818
C5 0.610 0.441 -2.829
O1 -0.140 -0.665 -3.070
C6 0.042 -1.829 -2.259
C7 0.302 -1.483 -0.817
C8 -0.598 -0.669 -0.137
C9 -0.356 -0.281 1.167
C10 0.798 -0.711 1.814
C11 1.155 -0.297 3.195
O2 2.295 -0.060 3.543
N1 0.142 -0.189 4.106
N2 -1.144 -0.532 3.868
C12 -2.002 -0.462 4.787
C13 -2.039 -0.045 6.237
C14 -3.568 -0.271 6.220
C15 -4.077 -1.443 7.064
C16 -4.053 -2.604 6.113
C17 -3.745 -2.255 4.874
C18 -3.467 -0.786 4.760
C19 1.700 -1.524 1.134
C20 1.452 -1.913 -0.168
C21 2.001 0.527 -2.776
Br2 3.106 -0.983 -3.128
C22 2.645 1.728 -2.530
H1 3.475 4.050 -1.426
H2 1.968 4.939 -1.696
H3 3.046 4.587 -3.047
H4 -0.042 3.754 -2.364
H5 0.840 -2.463 -2.660
H6 -0.908 -2.362 -2.364
H7 -1.498 -0.339 -0.635
H8 -1.059 0.359 1.674
H9 0.428 0.088 5.046
H10 -1.722 0.981 6.427
H11 -1.494 -0.712 6.907
H12 -4.143 0.640 6.367
H13 -3.443 -1.624 7.936
H14 -5.093 -1.270 7.429
H15 -4.289 -3.600 6.447
H16 -3.665 -2.905 4.021
H17 -4.046 -0.304 3.972
H18 2.600 -1.841 1.639
H19 2.157 -2.548 -0.683
H20 3.723 1.743 -2.485


[3]
This record from OMol25 describes 9 unconnected molecules or ions with the total composition C10H38O9. The level of theory is ωB97M-V with the def2-TZVPD basis set.

Summary:
- HOMO energy: -9.60 eV
- Charge: 0

Cartesian coordinates (Å):
C1 1.900 2.245 -1.662
C2 2.852 2.585 -2.780
O1 3.508 3.815 -2.467
H1 1.141 3.017 -1.517
H2 2.466 2.168 -0.734
H3 1.368 1.319 -1.873
H4 2.356 2.651 -3.753
H5 3.602 1.785 -2.859
H6 3.952 4.112 -3.266
C3 0.982 -0.630 4.132
O2 1.199 -1.754 3.305
H7 1.674 0.183 3.880
H8 -0.037 -0.243 4.034
H9 1.170 -0.928 5.161
H10 0.953 -1.542 2.390
C4 -2.590 -2.496 -2.111
O3 -1.310 -2.221 -2.671
H11 -2.871 -1.686 -1.445
H12 -3.356 -2.569 -2.888
H13 -2.557 -3.435 -1.554
H14 -0.995 -2.994 -3.144
C5 -1.979 -3.355 2.228
O4 -3.092 -2.820 2.956
H15 -2.171 -3.122 1.185
H16 -1.052 -2.897 2.580
H17 -1.902 -4.436 2.373
H18 -2.961 -3.017 3.888
C6 -3.708 0.274 0.980
O5 -2.862 1.408 0.820
H19 -3.345 -0.390 1.767
H20 -4.733 0.579 1.220
H21 -3.762 -0.264 0.037
H22 -2.797 1.832 1.681
C7 0.758 2.470 1.640
O6 0.321 2.720 2.976
H23 1.571 3.137 1.351
H24 1.088 1.425 1.586
H25 -0.079 2.579 0.956
H26 1.089 2.708 3.551
C8 -0.260 -0.636 0.160
O7 0.971 -1.205 0.589
H27 -0.454 0.302 0.681
H28 -0.271 -0.436 -0.914
H29 -1.076 -1.339 0.332
H30 1.629 -0.995 -0.090
C9 -1.820 1.458 -2.485
O8 -1.369 0.554 -3.478
H31 -2.716 1.104 -1.970
H32 -1.037 1.652 -1.743
H33 -2.061 2.414 -2.949
H34 -1.342 -0.342 -3.113
C10 4.292 -0.744 -0.927
O9 2.934 -0.915 -1.341
H35 4.830 -1.689 -1.021
H36 4.794 0.033 -1.505
H37 4.266 -0.438 0.116
H38 2.900 -0.990 -2.298


[4]
This record from OMol25 describes a molecular structure, C23H29N9S2SeSr. The level of theory is ωB97M-V with the def2-TZVPD basis set.

Summary:
- HOMO energy: -6.43 eV
- Charge: 0

Cartesian coordinates (Å):
Sr1 -0.211 0.463 0.127
C1 -0.175 -2.950 2.558
C2 -0.655 -3.148 1.124
N1 0.023 -2.286 0.160
C3 1.311 -2.787 -0.322
C4 2.462 -1.868 0.043
N2 2.310 -0.545 -0.576
C5 3.562 0.208 -0.548
C6 3.961 0.692 0.843
C7 3.174 1.887 1.362
N3 1.794 1.605 1.788
C8 1.621 1.230 3.199
C9 1.146 -0.197 3.442
N4 -0.172 -0.429 2.860
C10 -0.751 -1.726 3.262
H1 0.919 -2.948 2.600
H2 -0.491 -3.819 3.142
H3 -1.720 -2.913 1.067
H4 -0.537 -4.204 0.848
H5 -0.592 -2.144 -0.638
H6 1.274 -2.888 -1.411
H7 1.513 -3.781 0.090
H8 3.411 -2.333 -0.265
H9 2.495 -1.752 1.129
H10 2.026 -0.695 -1.543
H11 3.457 1.075 -1.208
H12 4.384 -0.399 -0.953
H13 5.010 0.996 0.796
H14 3.922 -0.130 1.563
H15 3.120 2.633 0.563
H16 3.732 2.350 2.187
H17 1.270 2.456 1.633
H18 0.888 1.909 3.650
H19 2.555 1.387 3.750
H20 1.146 -0.338 4.534
H21 1.855 -0.910 3.018
H22 -0.796 0.285 3.225
H23 -1.822 -1.680 3.054
H24 -0.630 -1.855 4.347
S1 -2.873 -0.583 -0.277
C11 -2.949 -1.134 -1.940
C12 -4.158 -1.712 -2.352
C13 -4.364 -2.197 -3.632
C14 -5.631 -2.777 -3.976
N5 -6.647 -3.241 -4.251
C15 -3.324 -2.111 -4.569
C16 -2.122 -1.541 -4.181
C17 -1.901 -1.047 -2.891
S2 -0.316 -0.362 -2.564
C18 -3.477 -2.596 -5.910
N6 -3.587 -2.970 -6.992
H25 -4.965 -1.781 -1.634
H26 -1.321 -1.473 -4.903
Se1 -2.061 3.859 2.458
N7 -1.676 5.354 1.593
C19 -1.114 4.999 0.456
C20 -0.645 5.883 -0.566
C21 -0.072 5.319 -1.654
C22 0.064 3.892 -1.752
N8 -0.350 3.047 -0.860
C23 -0.957 3.584 0.244
N9 -1.413 2.796 1.200
H27 -0.761 6.952 -0.448
H28 0.300 5.921 -2.471
H29 0.533 3.465 -2.633


[5]
This record from OMol25 describes a single C10H20N2 molecule. The level of theory is ωB97M-V with the def2-TZVPD basis set.

Summary:
- HOMO energy: -8.56 eV
- Charge: 0

Cartesian coordinates (Å):
N1 2.203 -3.035 1.757
C1 2.261 -1.564 2.051
C2 2.189 -0.693 0.618
N2 0.878 -0.030 0.297
C3 0.789 0.875 -0.818
C4 -0.453 2.021 -0.751
C5 -1.386 1.895 0.583
C6 -2.100 0.561 0.512
C7 -1.568 -0.491 -0.507
C8 -1.815 0.317 -1.863
C9 -1.331 1.743 -1.859
C10 -0.153 -0.952 -0.069
H1 1.376 -2.895 0.815
H2 3.221 -3.466 1.562
H3 1.396 -1.300 2.718
H4 3.106 -1.293 2.590
H5 2.993 0.078 0.225
H6 2.387 -1.390 -0.461
H7 0.737 0.130 -1.852
H8 1.721 1.568 -0.608
H9 -0.029 3.002 -0.685
H10 -2.216 2.573 0.631
H11 -0.786 2.090 1.511
H12 -1.890 0.140 1.487
H13 -3.240 0.596 0.757
H14 -2.334 -1.273 -0.538
H15 -2.797 -0.203 -2.303
H16 -0.929 -0.197 -2.467
H17 -2.045 2.393 -1.965
H18 -0.924 1.644 -2.830
H19 0.219 -1.280 -1.091
H20 -0.122 -1.727 0.740


[6]
This record from OMol25 describes 2 unconnected molecules or ions with the total composition C3H4Cl2F2. The level of theory is ωB97M-V with the def2-TZVPD basis set.

Summary:
- HOMO energy: -9.75 eV
- Charge: 0

Cartesian coordinates (Å):
F1 -2.038 -1.860 -1.155
C1 -1.407 -2.845 -1.817
F2 -0.157 -2.969 -1.497
Cl1 -1.385 -2.301 -3.554
H1 -1.990 -3.804 -1.500
C2 -1.268 1.291 -0.706
C3 -1.069 0.629 0.381
Cl2 -2.365 0.403 1.492
H2 -2.222 1.713 -0.915
H3 -0.531 1.392 -1.616
H4 -0.033 0.159 0.773


Here are the calculated maximum force numbers, same order: 2.0, 1.2, 0.9, 0.6, 6.5, 4.4 (eV/Å).
Here are the calculated gap between HOMO and LUMO numbers, same order: 7.53, 9.36, 9.95, 4.09, 9.53, 10.62 (eV).
Here are the calculated energy relative to the best compared isomer or geometry (same formula, charge and spin) numbers, same order: 77.5, 0.3, 63.5, 10.7, 147.5, 24.9 (kcal per mole).